Entry from OMol25: a 2-piece molecular cluster, C4H6NO4 overall (ωB97M-V/def2-TZVPD).

Geometry as XYZ:
```
15
Properties=species:S:1:pos:R:3:forces:R:3
O 0.2195 0.4989 -1.6487 0.700 1.076 -2.206
H -1.3225 -0.0439 1.9981 -0.683 0.594 0.585
C -0.7411 -0.8138 1.5445 1.461 0.797 -2.098
C -0.6465 -0.6546 0.0315 0.376 -0.454 1.504
H 0.2284 -0.8349 1.9779 1.116 0.725 0.310
O 1.3317 0.4563 0.2067 0.998 0.606 0.972
N 0.3288 0.1279 -0.4662 -1.866 -1.690 0.769
O 3.8933 1.4920 -0.3596 2.164 -1.794 -0.402
H -1.9402 -2.1161 -1.1511 0.014 1.140 0.660
H -2.6512 -0.4606 -0.5542 -0.848 -0.691 0.304
O 2.4365 3.2393 -0.3750 -1.109 1.914 -0.436
H -1.4847 -0.4558 -1.7168 -0.049 -0.205 -1.308
H -1.0364 -1.7625 1.8113 -1.666 -2.230 0.474
C 3.1624 2.3588 -0.4317 -1.057 -0.178 0.836
C -1.7780 -1.0310 -0.8668 0.448 0.389 0.037
```
Positions in Å, forces in eV/Å.

The calculation puts the total energy at -13923.6747 eV. For the energy above the lowest of the compared OMol25 structures with the same formula, charge and spin, the calculation gives 420.5 kJ/mol. Its total charge is -1. For the largest force on an atom, the calculation gives 2.8 eV/A. The LUMO energy comes out at 3.64 eV. The HOMO-LUMO gap comes out at 6.16 eV.

Per-atom Mulliken charges, elementary charge units: O -0.868; H 0.227; C -1.242; C 0.201; H 0.338; O -0.807; N 0.904; O -0.363; H 0.208; H 0.268; O -0.382; H 0.350; H 0.434; C 0.742; C -1.009


Entry from OMol25: C36H89FeN17O12 as an isolated structure (ωB97M-V/def2-TZVPD).

Geometry as XYZ:
```
155
Properties=species:S:1:pos:R:3:forces:R:3
C 5.5088 -2.6312 -3.5544 0.777 1.732 -0.614
N -2.8156 -3.2561 -2.0763 -0.909 -0.741 1.018
N -5.4417 0.8568 0.7145 -0.914 0.765 1.625
H -0.5519 2.0816 7.7557 0.166 -0.069 -0.209
N -2.4304 -2.8035 -4.2715 -0.657 -1.104 0.048
C 2.0871 3.6353 -3.3652 -0.588 -1.431 0.309
H -2.7335 -3.7770 1.0057 -0.072 0.550 0.602
O -1.4682 0.6781 -5.6067 -0.079 0.765 0.774
H -1.5208 4.3647 2.8921 -0.550 -0.430 -0.507
H -7.8573 1.2768 1.8009 0.142 0.439 -0.044
H 5.5721 -0.5134 -0.8059 0.188 -0.032 0.093
H -0.1588 4.5064 0.0006 -0.109 -0.499 -0.007
H 5.3310 -5.0177 0.3245 0.104 0.245 0.215
H 0.6214 -0.4292 -5.1218 -0.090 -0.098 -0.064
H -6.2813 0.4289 -0.9030 -0.487 0.144 -0.328
C -3.7904 -0.8398 2.4856 0.408 0.880 -1.376
H 4.4844 -1.3080 0.2400 0.011 -0.056 0.058
H -0.1723 -1.2808 0.1899 -0.319 -0.310 0.087
C -3.5151 2.0244 -0.1972 -0.322 -1.701 0.067
H 2.8447 1.5198 4.4126 0.253 -0.323 -0.675
H -2.1075 0.5912 6.4608 0.485 0.291 0.290
H 4.8130 -2.8082 -1.6390 0.110 0.283 -0.191
H -1.8576 3.1892 7.6265 -0.687 -0.377 -0.834
H -2.8020 0.7225 -3.2789 -0.031 -0.019 -0.192
H -3.3124 -3.9178 -1.5024 0.317 0.235 0.372
O 2.4450 -2.7284 -0.6818 -1.103 -0.313 -0.019
N 5.7662 -3.4772 -4.6055 -0.156 -0.670 -0.437
C -1.8337 1.0758 5.5227 -1.007 0.123 -0.687
H -4.6892 0.8268 3.3362 -0.469 0.024 0.289
H -1.5172 -0.3085 -2.6377 -0.462 0.358 0.488
C 0.5699 0.8241 3.1254 -0.535 -0.317 -1.162
H 0.3775 -0.1730 -1.0170 -0.442 0.072 -0.382
H -6.2426 -2.0931 1.3886 0.620 0.299 -0.224
H -2.4585 1.9173 -0.4506 0.048 0.017 0.050
H -3.1374 -5.6426 0.2522 -0.151 -0.517 0.002
H 6.6704 -2.4306 2.5132 -0.429 -0.354 0.220
N -1.7324 -3.8364 1.0065 0.082 0.136 0.076
H -0.7687 6.4772 -2.8219 -0.182 -0.312 0.135
H 0.8179 4.2413 3.6515 -0.439 0.123 0.312
H -5.5152 -0.8056 3.6324 -0.226 0.712 0.524
H -1.7341 2.5353 3.0108 0.126 0.199 -0.548
C 6.4693 -1.4251 0.8116 -0.476 -0.619 0.966
H 0.1311 -1.1205 -3.6104 0.143 0.231 0.403
N 5.2058 -3.2937 -2.4333 -0.441 -0.503 1.619
N 3.0592 -6.7621 -3.7806 -0.248 0.325 -0.219
C 1.5999 2.1616 -3.2105 -0.269 -0.061 0.014
C -1.5422 3.5823 4.8548 -0.757 0.060 -2.028
H 4.7783 -7.1840 -2.3666 1.034 -0.472 1.292
H -0.3309 3.7215 7.1501 0.313 -0.198 -0.079
N -2.2159 -5.7286 -0.1251 1.627 0.563 -0.038
H 2.6345 -3.7642 1.8792 -0.144 -0.053 0.155
N 1.8787 4.3986 -2.1376 0.016 1.472 -0.563
H -2.6258 3.7409 4.8770 -0.183 -0.956 0.563
H 5.0353 -2.5569 1.8587 0.012 0.019 0.249
H 2.0419 6.9344 -1.6074 -0.239 0.275 -0.007
H 0.7786 2.0539 -3.9146 0.097 -0.562 -0.006
C -1.2105 3.4254 3.3564 0.465 1.644 1.186
H 2.7791 3.1695 4.5171 -0.516 0.694 -0.577
H 3.7112 -7.4748 -4.0414 -0.152 -0.119 -0.411
O 2.3730 -5.2765 -2.2153 0.381 -0.594 -0.433
H -4.3290 -1.3866 -0.4420 -0.624 -0.038 -0.419
H 1.2077 1.8586 -2.2378 0.071 0.515 0.189
C -1.1531 0.2529 -4.4988 -1.105 -0.474 -1.418
O 5.6073 -1.4078 -3.6381 -0.592 -0.868 0.072
H -1.2544 4.5826 5.1848 0.989 -0.389 0.367
N 4.2091 -6.5687 -1.8243 -1.523 0.935 -1.169
C 2.4028 2.3691 3.8826 -0.785 -1.748 0.758
C -3.1761 0.0852 1.3755 1.182 -1.531 0.772
H -2.0450 -2.7080 -1.7059 0.240 -0.005 -0.401
H -0.4630 0.7688 2.7710 -0.158 -0.068 0.481
C 3.1824 -6.1500 -2.5933 -0.775 0.433 0.512
C -1.0003 2.3803 5.6134 -0.105 -0.038 2.856
H -2.8108 1.3167 5.0919 0.031 -0.041 -0.200
H 0.8468 -0.1432 3.5536 -0.147 0.290 0.817
C -6.0525 0.0871 1.8054 -0.574 1.824 0.686
N 3.1282 -4.4155 2.4694 -0.001 0.005 0.534
C 0.3968 -1.2375 -0.7517 0.701 0.226 0.799
H 2.6141 2.3831 2.8157 0.865 0.278 0.187
H -3.6398 2.6641 0.6729 -0.044 0.455 -0.355
C -0.0711 4.8412 -4.1489 -0.385 0.610 1.012
C -4.1074 0.6416 0.2562 0.893 -0.243 -0.693
O -0.1394 -2.0828 -1.7375 0.880 -0.479 -0.098
C 1.9197 -1.4292 -0.3787 0.201 -1.301 -1.556
H 3.1155 4.1857 -0.6994 0.006 0.049 -0.166
H 0.8376 6.6641 -3.3968 0.080 -0.134 -0.357
C 1.3212 6.4028 -0.9870 -0.008 0.381 0.988
H -2.6844 -3.0715 -5.2072 0.655 0.603 -0.233
C 0.1238 5.9012 -3.0684 1.009 -0.140 -0.012
H -7.5226 0.5128 3.2981 0.135 0.215 0.280
H -3.1190 -1.0643 3.3178 0.255 0.519 -0.045
H 3.9547 4.6585 -3.7545 0.154 -0.050 0.060
C -0.4028 4.5512 -1.0632 0.201 -0.276 0.570
H 4.1662 3.0033 -3.0483 -0.010 0.247 0.247
H 2.9182 -4.5371 3.4439 -0.176 0.118 -0.076
N 0.4200 2.1814 5.3056 0.658 1.301 -0.727
H -4.0524 2.3182 -1.0972 -0.087 0.551 0.223
O 2.3434 3.7037 -1.0172 -0.078 -0.503 0.399
H -1.1712 -3.0330 1.2392 -0.089 0.078 -0.271
C -4.1020 -0.4073 -0.8631 2.111 0.179 -0.014
N 5.9922 -2.2771 1.7858 1.502 0.043 0.454
H 2.4467 -0.7256 -1.0315 0.252 0.298 0.289
H 2.3870 1.4304 -3.4003 -0.027 0.061 -0.386
O 1.0650 1.1974 6.1229 -1.561 0.042 -1.296
C 4.2014 -5.0934 1.9817 0.229 -0.652 0.403
C -5.0252 -0.1259 2.9285 -0.223 -1.752 -0.246
H -1.3579 5.0707 -1.1426 0.065 0.136 -0.114
H -3.9743 -1.8347 2.0643 -0.424 0.085 -0.179
H -0.7813 4.1003 -3.7695 0.021 -0.167 -0.150
C 0.2995 3.3825 3.2253 -0.440 -1.156 -0.782
H -4.5319 -0.1477 -1.8307 -0.756 -0.162 0.275
O 7.6384 -1.0909 0.7417 -0.507 0.025 -0.319
C -6.8308 -1.1655 1.4102 0.074 -1.871 -0.015
C -0.9706 2.8380 7.0908 0.499 0.420 1.045
H -1.9058 -6.4912 -0.7012 -0.472 -0.035 -0.106
H -0.5221 5.2973 -5.0311 0.003 -0.117 -0.082
H 3.7053 3.1764 -4.7084 -0.003 0.099 -0.081
H 3.8852 -4.0696 0.2165 -0.011 0.088 -0.043
C 0.8589 2.1265 3.8966 1.791 0.652 0.720
H 1.8256 5.0796 -4.9304 0.206 -0.223 -0.317
H 1.0841 0.7180 2.1622 0.402 0.764 0.101
H -7.5933 -1.5145 2.1136 -0.082 0.815 0.342
H -1.7553 -2.1402 -3.9502 0.060 0.325 -0.600
H 2.3580 -6.4155 -4.4138 0.180 -0.191 -0.119
H 5.0702 -4.2866 -2.4124 -0.090 -0.046 -0.302
H 6.2155 -4.3360 -4.3387 0.049 -0.096 -0.345
Fe 1.0511 -3.8245 -1.7818 0.136 1.746 1.628
O -0.1593 -4.7478 -0.3801 0.220 -0.557 0.149
H -0.5170 3.5587 -1.4998 -0.092 -0.114 0.300
N 0.0044 -0.4214 -4.3302 1.085 -0.601 0.099
H -6.5778 1.9766 2.8743 0.110 -0.001 -0.198
C 3.5867 3.6330 -3.7231 -0.544 -0.118 -0.224
C 0.7266 5.2677 -1.7833 0.011 0.062 -1.081
H -2.4935 0.8381 1.7762 -0.749 0.498 0.410
C -1.2773 -4.7626 0.1451 -0.948 -0.460 -0.586
N 4.4038 -4.8222 0.6671 0.196 -0.131 -1.640
H -3.0428 -0.4923 -1.1304 -0.017 -0.188 -0.054
C -3.0412 -3.6055 -3.3639 0.162 -0.109 -0.864
H -2.4009 -0.5887 0.9883 -0.160 0.244 -0.999
H -7.3543 -1.1875 0.4534 0.173 0.698 -0.111
H 4.1505 -6.2197 -0.8688 0.866 -0.495 0.251
H 0.5277 7.0433 -0.5910 0.040 0.312 -0.358
C 1.2699 4.2299 -4.5198 -0.455 1.437 -0.119
H 0.9641 3.5521 -5.3171 1.076 -0.459 0.000
H 0.5895 3.3945 2.1699 0.042 -0.283 -0.045
O 4.8941 -5.8893 2.6004 -0.446 0.538 0.027
H 1.8680 6.1140 -0.0845 -0.054 -0.478 -0.085
O -6.3821 1.1879 -0.3076 1.154 -0.763 0.376
N 5.4352 -1.0690 0.0247 -0.330 1.028 -1.765
H 6.0209 -3.0857 -5.4953 0.241 0.211 0.222
H 2.1268 -1.2171 0.6742 -0.292 0.408 0.089
H -1.4102 0.2949 4.8877 0.175 0.154 -0.118
C -7.0380 1.0707 2.4920 -1.113 -1.110 -0.501
N -1.9406 0.2255 -3.3825 0.820 -0.140 0.148
H 0.5525 0.4349 5.8058 0.582 -0.671 0.647
O -3.7545 -4.5599 -3.6913 0.234 0.605 0.416
```
Positions in Å, forces in eV/Å.

The calculation puts the total energy at -123065.4058 eV. For the energy above the lowest of the compared OMol25 structures with the same formula, charge and spin, the calculation gives 0.0 kJ/mol. For the largest force on an atom, the calculation gives 2.9 eV/A. The multiplicity is 5. The LUMO energy (spin up / spin down) comes out at -0.61 / -0.72 eV. The HOMO-LUMO gap (spin up / spin down) comes out at 7.19 / 7.08 eV.

Mulliken atomic charge list, values in e, 99 entries: C 0.582; N 0.446; N 0.356; H 0.396; N -0.305; C 2.319; H 0.187; O -0.730; H 0.529; H 0.442; H 0.166; H 0.177; H 0.394; H 0.199; H 0.415; C -0.563; H 0.093; H -1.090; C -2.229; H 0.415; H 0.302; H -0.064; H 0.326; H -0.024; H 0.105; O -0.291; N -0.443; C -1.461; H 0.134; H -0.340; C -0.919; H -0.393; H 0.248; H 0.233; H 0.193; H 0.186; N -0.180; H 0.494; H 0.629; H 0.526; H -0.443; C 0.556; H -0.132; N -0.081; N -0.439; C -1.542; C -1.792; H 0.136; H 0.497; N -0.331; H 0.187; N 0.277; H 0.494; H 0.122; H 0.423; H 0.124; C 0.438; H 0.479; H 0.170; O -0.421; H 0.255; H 0.098; C 0.271; O -0.620; H 0.378; N -0.427; C -2.138; C 0.653; H -0.209; H -0.099; C 0.588; C 2.092; H 0.204; H 0.467; C 1.599; N -0.288; C 1.913; H 0.366; H 0.415; C -0.438; C 2.541; O -0.093; C -1.095; H 0.336; H 0.376; C -1.923; H 0.209; C -1.498; H 0.453; H 0.362; H 0.456; C -1.457; H 0.420; H 0.190; N 0.045; H 0.456; O -0.461; H 0.113; C -0.959


Entry from OMol25: a 2-piece molecular cluster, C3H10N2S overall (ωB97M-V/def2-TZVPD).

Geometry as XYZ:
```
16
Properties=species:S:1:pos:R:3:forces:R:3
H 0.9470 -0.6534 0.9813 -0.654 -0.482 0.428
N -0.6837 1.3292 -2.3620 -0.243 -0.541 0.558
H -0.0781 -1.0006 -1.0534 -0.054 -0.200 0.170
H -1.7039 -1.3766 -0.4172 0.170 0.131 -0.177
H 3.0747 -0.3219 0.7611 0.184 -0.699 1.050
N 2.8301 -0.7649 1.6680 -0.172 0.047 -0.191
H 0.2403 1.0108 -2.7313 -1.191 0.065 0.671
H 1.1191 -1.3857 2.7778 0.555 0.169 -0.800
C -1.0193 -0.5597 -0.6882 -0.016 -0.219 -0.032
H -1.6976 -0.5371 -2.7252 0.075 0.594 0.399
H 3.5524 -1.0611 2.3231 -0.224 0.645 -0.174
C 1.5592 -1.0227 1.8259 0.447 -0.181 -0.485
H -0.5118 1.8889 -1.5084 0.134 -0.376 -0.702
C -1.5806 0.2045 -1.8988 1.007 0.237 -0.696
H -2.5788 0.6122 -1.6893 0.355 0.046 0.029
S -0.6965 0.4464 0.7941 -0.371 0.764 -0.046
```
Positions in Å, forces in eV/Å.

The calculation puts the total energy at -17085.5053 eV. For the energy above the lowest of the compared OMol25 structures with the same formula, charge and spin, the calculation gives 299.0 kJ/mol. For the largest force on an atom, the calculation gives 1.4 eV/A. The LUMO energy comes out at -0.80 eV. The HOMO-LUMO gap comes out at 6.11 eV.

Per-atom Mulliken charges, elementary charge units: H -0.228; N -0.604; H 0.225; H 0.287; H 0.287; N -0.251; H 0.219; H 0.331; C -0.516; H 0.322; H 0.240; C 0.226; H 0.255; C -0.552; H 0.271; S -0.512


Entry from OMol25: the molecule C8H12N2S3 (ωB97M-V/def2-TZVPD).

Geometry as XYZ:
```
25
Properties=species:S:1:pos:R:3:forces:R:3
C -1.1785 -0.4265 -0.1718 -1.083 -0.743 -3.186
H -3.3428 -1.7257 0.0749 1.788 -0.236 0.234
H -1.8528 1.6363 -0.7841 -0.159 -0.682 0.316
H 1.0340 -2.2777 0.7121 -0.986 -0.960 0.533
C 4.7658 0.2831 0.4416 -2.625 -1.555 -3.485
H -3.0642 0.7883 1.5558 0.407 0.360 -0.501
C 2.5492 0.5104 -0.7783 -0.876 1.925 -1.037
C -2.3000 0.6403 -0.5779 0.542 -0.805 0.937
H -5.1113 0.5574 1.2285 -1.027 -0.990 -0.638
C 1.4138 -0.3661 -0.3760 0.712 -2.932 -1.875
H 3.0559 1.4599 0.8990 0.236 1.105 1.792
S 0.1617 -0.6611 -1.6770 -1.182 0.559 1.973
S -1.9743 -2.0740 0.2164 -0.711 0.725 -0.402
H -4.9798 0.0148 -0.6684 -0.191 0.172 0.645
N -0.4053 0.0077 0.9466 -0.358 0.288 -0.163
H 5.4510 0.4963 1.1731 1.283 0.592 1.719
H -2.9418 0.3441 -1.4063 0.963 -0.293 -0.732
N 0.7986 0.0549 0.7779 -0.003 1.601 3.024
C -4.5756 0.2766 0.3189 -0.696 0.988 0.235
H 1.9615 1.5253 -1.0366 1.872 -1.984 -0.069
C 3.5305 0.7607 0.2836 0.750 0.596 0.890
H 5.0010 -0.4930 -0.3337 0.428 0.722 0.827
H 3.1217 0.0446 -1.5594 -0.431 0.028 -1.192
C -3.3226 0.6155 0.5048 0.973 0.693 0.824
S 2.2043 -1.9919 0.2362 0.374 0.825 -0.668
```
Positions in Å, forces in eV/Å.

The calculation puts the total energy at -43971.8803 eV. For the energy above the lowest of the compared OMol25 structures with the same formula, charge and spin, the calculation gives 97.2 kJ/mol. For the largest force on an atom, the calculation gives 4.6 eV/A. The LUMO energy comes out at -0.06 eV. The HOMO-LUMO gap comes out at 8.65 eV. The SMILES is C=CC[C@@]1(S)N=N[C@@](S)(CC=C)S1.

Per-atom Mulliken charges, elementary charge units: C 0.280; H 0.212; H 0.305; H 0.123; C -0.758; H 0.231; C -0.944; C -0.364; H 0.251; C 0.780; H 0.311; S -0.167; S -0.187; H 0.312; N -0.344; H 0.345; H 0.306; N -0.220; C -0.783; H 0.226; C -0.163; H 0.171; H 0.502; C -0.287; S -0.138


Entry from OMol25: the molecule C6H8OS (ωB97M-V/def2-TZVPD).

Geometry as XYZ:
```
16
Properties=species:S:1:pos:R:3:forces:R:3
C 0.3488 -0.2056 1.4985 2.149 1.682 1.058
H 0.1563 -2.6373 -1.0391 0.030 1.912 1.146
H -1.2167 2.1947 -1.3275 0.009 -0.712 0.341
H -0.4127 -2.2876 1.2745 0.173 -0.136 0.732
H 0.9205 1.2819 -2.2011 -1.579 -0.134 0.342
H 1.5090 -1.0885 -1.9585 0.045 1.826 -0.699
C 0.2801 -1.5984 -0.5221 -0.445 -0.719 -0.412
C 0.2006 0.6697 -1.5742 2.674 2.152 -0.724
H -1.7280 0.6198 -0.5751 1.643 1.286 0.365
O 1.3392 0.5135 1.3523 -1.671 -1.463 0.005
C 0.7280 -0.5082 -1.4260 0.320 -4.629 0.740
H -0.3974 1.8674 0.1747 -0.588 -1.270 -0.875
S -0.8641 0.2278 2.7601 -0.391 -0.441 0.042
C -0.8229 1.3298 -0.7365 -1.811 0.979 -0.370
C 0.1003 -1.4716 0.8008 -0.727 -0.229 -1.201
H -0.1410 1.0927 3.4992 0.169 -0.106 -0.488
```
Positions in Å, forces in eV/Å.

The calculation puts the total energy at -19232.1289 eV. For the energy above the lowest of the compared OMol25 structures with the same formula, charge and spin, the calculation gives 206.0 kJ/mol. For the largest force on an atom, the calculation gives 4.7 eV/A. The LUMO energy comes out at 0.00 eV. The HOMO-LUMO gap comes out at 9.32 eV. The SMILES is C/C=C\C=C/C(=O)S.

Per-atom Mulliken charges, elementary charge units: C 0.614; H 0.306; H 0.382; H 0.384; H 0.242; H 0.304; C -0.225; C 0.089; H 0.269; O -0.503; C -0.483; H 0.221; S -0.243; C -0.988; C -0.529; H 0.158